Entry 1:
{"formula": "C36H38N11O6S2Sn", "method": "wB97M-V/def2-TZVPD", "lumo_ev": 1.98, "total_charge": -1, "energy_ev": -94127.761, "homo_lumo_gap_ev": 6.4, "e_above_lowest_ev": 0.5806, "e_homo_ha": -0.1635, "elements": ["Sn", "O", "C", "N", "C", "C", "C", "C", "C", "C", "N", "C", "O", "C", "C", "C", "C", "C", "N", "C", "C", "C", "C", "C", "N", "H", "H", "H", "H", "H", "H", "H", "H", "H", "H", "H", "H", "C", "C", "N", "C", "S", "N", "N", "C", "C", "C", "C", "C", "C", "C", "N", "H", "H", "H", "H", "H", "H", "H", "H", "H", "H", "H", "H", "H", "C", "C", "S", "O", "O", "C", "C", "N", "C", "N", "C", "C", "N", "O", "O", "C", "H", "H", "H", "H", "H", "H", "H", "H", "H", "H", "H", "H", "H"], "coordinates": [[1.4033, 0.6065, -0.4089], [2.6209, 0.0386, 3.9674], [2.2364, -0.1354, 2.8011], [1.7999, 0.7805, 1.9401], [1.7186, 2.1233, 2.3209], [1.1681, 2.5658, 3.5203], [0.9985, 3.9212, 3.7615], [1.4159, 4.8511, 2.8214], [2.0094, 4.4303, 1.6427], [2.1573, 3.0710, 1.3704], [2.6038, 2.5761, 0.1436], [3.5078, 3.2301, -0.5808], [4.2296, 4.1764, -0.2414], [3.6460, 2.7212, -2.0038], [4.6486, 3.2802, -2.7955], [4.7594, 2.8969, -4.1179], [3.8352, 1.9920, -4.6236], [2.8490, 1.5178, -3.7751], [2.7648, 1.8525, -2.4929], [2.3392, -1.5513, 2.2605], [3.1611, -2.4356, 2.9648], [3.2656, -3.7477, 2.5487], [2.5310, -4.1512, 1.4393], [1.7556, -3.2021, 0.7949], [1.6575, -1.9358, 1.1860], [0.8565, 1.8403, 4.2585], [0.5238, 4.2437, 4.6799], [1.2689, 5.9103, 2.9962], [2.3349, 5.1455, 0.9020], [5.3008, 4.0084, -2.3366], [5.5342, 3.3062, -4.7539], [3.8752, 1.6632, -5.6536], [2.0798, 0.8478, -4.1392], [3.6919, -2.0558, 3.8252], [3.9054, -4.4469, 3.0723], [2.5820, -5.1707, 1.0798], [1.1898, -3.4649, -0.0939], [-2.3859, 5.2194, -1.1985], [-3.0223, 3.9334, -0.6739], [-2.8371, 2.7992, -1.5564], [-1.7026, 2.0511, -1.6299], [-0.4644, 2.4650, -0.4990], [-1.7899, 1.1497, -2.6083], [-0.8379, 0.2443, -2.8456], [-1.0303, -0.4704, -3.9147], [-2.2510, -0.2797, -4.7824], [-0.0568, -1.4890, -4.3160], [-0.0730, -2.0175, -5.6178], [0.8623, -2.9671, -5.9808], [1.7976, -3.3884, -5.0465], [1.7440, -2.8132, -3.7858], [0.8521, -1.9050, -3.4316], [-2.5318, 6.0260, -0.4801], [-2.8270, 5.5094, -2.1533], [-1.3173, 5.0637, -1.3318], [-4.0964, 4.0704, -0.5287], [-2.5685, 3.6788, 0.2833], [-3.4488, 2.7243, -2.3538], [-2.9350, 0.3681, -4.2418], [-2.7333, -1.2380, -4.9841], [-2.0032, 0.1965, -5.7340], [-0.8017, -1.6700, -6.3357], [0.8659, -3.3764, -6.9834], [2.5452, -4.1325, -5.2837], [2.4444, -3.1069, -3.0086], [-0.4650, -2.5162, 3.8885], [-1.2847, -3.7296, 4.2830], [-3.0553, -3.4015, 4.1135], [-3.3364, -2.0716, 4.5780], [-3.7627, -4.4969, 4.7343], [-3.4331, -3.4999, 2.3211], [-3.9769, -2.1823, 1.7722], [-2.9428, -1.1695, 1.6515], [-1.8730, -1.2310, 0.8137], [-1.0161, -0.2658, 1.0494], [-1.5078, 0.4630, 2.0744], [-2.7123, -0.0671, 2.4683], [-3.6481, 0.4826, 3.3758], [-4.8320, 0.1909, 3.2382], [-3.2317, 1.2750, 4.1961], [-1.7134, -2.2223, -0.2802], [0.5811, -2.6493, 4.1609], [-0.8381, -1.6358, 4.4094], [-0.5043, -2.3283, 2.8150], [-1.1651, -3.9772, 5.3375], [-1.0801, -4.6126, 3.6777], [-4.1701, -4.2960, 2.2449], [-2.5109, -3.7989, 1.8258], [-4.7435, -1.7963, 2.4387], [-4.4185, -2.3519, 0.7869], [-0.9994, 1.3331, 2.4546], [-2.6577, -2.3887, -0.8005], [-1.3467, -3.1831, 0.0878], [-0.9786, -1.8174, -0.9739]]}

Entry 2:
{"formula": "C3H4NO", "method": "wB97M-V/def2-TZVPD", "lumo_ev": [-4.95, -4.95], "total_charge": 1, "energy_ev": -6701.530, "homo_lumo_gap_ev": [9.5, 9.5], "e_above_lowest_ev": 3.1405, "e_homo_ha": [-0.5294, -0.5294], "elements": ["C", "C", "C", "N", "O", "H", "H", "H", "H"], "coordinates": [[-0.4289, 1.1850, 0.8366], [1.5209, -0.3053, -0.7413], [-0.8054, -0.8739, -0.2238], [0.4646, -0.7047, -0.5555], [0.6658, 1.4418, 0.5748], [-1.2680, 1.5240, 1.3019], [2.4814, 0.1227, -0.9037], [-1.0322, -1.3584, 0.6220], [-1.5980, -1.0313, -0.9111]]}

Entry 3:
{"formula": "C19H38O2", "method": "wB97M-V/def2-TZVPD", "lumo_ev": 0.89, "total_charge": 0, "energy_ev": -24416.013, "smiles": "CCCCCCCCCCCCCCCC(=O)OC(C)C", "homo_lumo_gap_ev": 11.1, "e_above_lowest_ev": 0.2650, "e_homo_ha": -0.3745, "elements": ["C", "C", "C", "C", "C", "C", "C", "C", "C", "C", "C", "C", "C", "C", "H", "H", "C", "C", "O", "O", "C", "C", "H", "H", "H", "C", "H", "H", "H", "H", "H", "H", "H", "H", "H", "H", "H", "H", "H", "H", "H", "H", "H", "H", "H", "H", "H", "H", "H", "H", "H", "H", "H", "H", "H", "H", "H", "H", "H"], "coordinates": [[7.1150, -2.2111, -1.9895], [7.2226, -0.9000, -1.2204], [6.1911, -0.8124, -0.0979], [6.2930, 0.5063, 0.6650], [5.3759, 0.5774, 1.8871], [3.8818, 0.4657, 1.5782], [3.3725, 1.5832, 0.6695], [1.8468, 1.6456, 0.5847], [1.2348, 0.4352, -0.1178], [-0.2887, 0.5150, -0.2297], [-0.7693, 1.5857, -1.2075], [-2.2774, 1.5297, -1.4544], [-3.0963, 1.9352, -0.2298], [-4.5830, 2.1219, -0.5347], [-5.0894, 2.4622, 0.3709], [-4.7044, 2.8913, -1.3006], [-5.2711, 0.8386, -1.0175], [-5.1559, -0.2406, 0.0349], [-5.7520, -0.2459, 1.0808], [-4.2988, -1.1901, -0.3433], [-4.0684, -2.2824, 0.5627], [-3.5637, -3.4506, -0.2713], [-4.2851, -3.7011, -1.0446], [-2.6225, -3.1862, -0.7466], [-3.4101, -4.3180, 0.3638], [-3.0689, -1.8678, 1.6374], [-2.1301, -1.5657, 1.1789], [-2.8850, -2.7012, 2.3094], [-3.4683, -1.0369, 2.2142], [-5.0275, -2.5306, 1.0362], [-4.8262, 0.4850, -1.9457], [-6.3309, 1.0435, -1.1770], [-2.7061, 2.8790, 0.1599], [-2.9857, 1.1842, 0.5533], [-2.5222, 2.2056, -2.2782], [-2.5478, 0.5170, -1.7576], [-0.2532, 1.4437, -2.1606], [-0.5072, 2.5768, -0.8330], [-0.6641, -0.4534, -0.5716], [-0.7056, 0.7059, 0.7609], [1.4921, -0.4673, 0.4400], [1.6657, 0.3421, -1.1179], [1.5715, 2.5513, 0.0413], [1.4312, 1.7241, 1.5924], [3.7381, 2.5388, 1.0545], [3.7755, 1.4546, -0.3366], [3.3359, 0.5072, 2.5245], [3.6782, -0.5049, 1.1257], [5.5580, 1.5253, 2.4004], [5.6479, -0.2264, 2.5763], [7.3239, 0.6340, 1.0063], [6.0716, 1.3343, -0.0106], [5.1935, -0.9148, -0.5284], [6.3422, -1.6433, 0.5957], [7.0781, -0.0631, -1.9080], [8.2259, -0.8093, -0.7976], [6.1289, -2.3107, -2.4384], [7.2741, -3.0572, -1.3243], [7.8585, -2.2535, -2.7822]]}